{
  "formula": "C27H27BrN2O3PPt",
  "method": "ωB97M-V/def2-TZVPD",
  "symbols": ["Pt", "N", "C", "C", "N", "H", "H", "H", "H", "H", "H", "H", "H", "O", "P", "C", "C", "C", "C", "C", "C", "C", "C", "C", "C", "C", "C", "C", "C", "C", "C", "C", "C", "H", "H", "H", "H", "H", "H", "H", "H", "H", "H", "H", "H", "H", "H", "H", "Br", "C", "C", "C", "C", "C", "C", "C", "O", "O", "H", "H", "H", "H"],
  "positions_angstrom": [[-1.38, 0.15, -1.88], [-3.07, -1.05, -1.98], [-4.13, -0.21, -2.57], [-4.23, 0.95, -1.63], [-2.90, 1.58, -1.48], [-2.87, -1.88, -2.53], [-3.37, -1.37, -1.06], [-5.09, -0.73, -2.62], [-3.83, 0.07, -3.58], [-4.48, 0.56, -0.65], [-5.00, 1.66, -1.91], [-2.86, 2.02, -0.57], [-2.71, 2.28, -2.19], [-2.01, -0.04, 0.74], [-0.80, -0.22, 1.61], [0.52, 0.88, 1.06], [1.82, 0.44, 0.83], [2.78, 1.34, 0.36], [2.44, 2.67, 0.14], [1.14, 3.10, 0.38], [0.19, 2.21, 0.84], [-1.11, 0.15, 3.34], [-2.32, -0.29, 3.90], [-2.58, -0.06, 5.24], [-1.65, 0.60, 6.03], [-0.45, 1.04, 5.48], [-0.18, 0.81, 4.14], [-0.14, -1.89, 1.55], [0.72, -2.38, 2.54], [1.25, -3.66, 2.43], [0.92, -4.45, 1.33], [0.06, -3.98, 0.35], [-0.47, -2.70, 0.46], [2.09, -0.59, 0.98], [3.79, 1.00, 0.17], [3.19, 3.36, -0.22], [0.88, 4.14, 0.21], [-0.82, 2.55, 1.03], [-3.04, -0.80, 3.28], [-3.52, -0.40, 5.67], [-1.86, 0.77, 7.08], [0.27, 1.56, 6.10], [0.75, 1.17, 3.71], [0.96, -1.77, 3.40], [1.91, -4.03, 3.19], [1.34, -5.45, 1.25], [-0.19, -4.60, -0.49], [-1.13, -2.31, -0.30], [4.99, 3.40, -3.76], [4.07, 1.75, -3.91], [4.70, 0.66, -4.49], [4.02, -0.55, -4.59], [2.73, -0.67, -4.11], [2.11, 0.44, -3.53], [2.78, 1.66, -3.43], [0.77, 0.32, -2.97], [0.24, 1.27, -2.29], [0.07, -0.75, -3.05], [5.71, 0.76, -4.86], [4.52, -1.40, -5.04], [2.20, -1.61, -4.17], [2.29, 2.51, -2.97]],
  "de_lowest_ev": 0.000,
  "spin_multiplicity": 1,
  "molar_mass_g_mol": 733.5,
  "charge": 1
}